A structure of composition C12H17BN6OSn, computed with wB97M-V/def2-TZVPD.

Geometry (Å):
1 C 0.269 0.795 2.872
2 N -0.029 0.646 1.566
3 N -1.398 0.540 1.437
4 C -1.953 0.674 2.649
5 C -0.935 0.821 3.581
6 B -2.126 0.307 0.078
7 N -1.529 1.334 -0.938
8 N -0.182 1.495 -1.133
9 C -0.002 2.466 -2.055
10 C -1.257 2.940 -2.428
11 C -2.194 2.217 -1.700
12 Sn 1.328 0.242 -0.092
13 N -1.816 -1.150 -0.438
14 N -0.524 -1.518 -0.722
15 C -0.526 -2.805 -1.076
16 C -1.856 -3.268 -1.076
17 C -2.631 -2.188 -0.671
18 H 0.400 -3.324 -1.316
19 H -3.703 -2.072 -0.531
20 H -2.179 -4.252 -1.337
21 H -3.318 0.457 0.187
22 H -3.272 2.256 -1.664
23 H -3.028 0.649 2.756
24 H -1.454 3.714 -3.141
25 H -1.033 0.928 4.639
26 H 0.981 2.769 -2.389
27 H 1.288 0.858 3.215
28 H 2.398 0.170 -2.008
29 C 2.847 0.995 -1.399
30 H 2.755 1.899 -2.006
31 H 2.382 1.474 -0.315
32 H 3.875 0.714 -1.141
33 C 3.101 -2.181 0.844
34 C 2.660 -0.842 1.288
35 O 3.022 -0.211 2.277
36 H 2.262 -2.716 0.378
37 H 3.465 -2.767 1.703
38 H 3.914 -2.068 0.106

Summary:
Relative energy (zero: lowest compared OMol25 entry of this formula, charge and spin): 155.79 kJ/mol
Orbital gap (spin up / spin down): 4.483 / 5.169 eV
Lowest unoccupied orbital energy (spin up / spin down): -18.149 / -17.510 eV
Charge: +4
E_HOMO (spin up / spin down): -0.83171 / -0.83343 Eh
E: -1108.48081 hartree

A cluster of 3 separate species, C12H17Br2F6O10P in total, computed with wB97M-V/def2-TZVPD.

Geometry (Å):
1 C -3.500 0.419 1.511
2 C -2.086 0.942 1.299
3 Br -1.145 -0.226 0.073
4 C -1.314 1.194 2.584
5 Br -1.420 -0.257 3.858
6 O 0.090 1.405 2.412
7 C 0.463 2.361 1.539
8 O 1.221 2.185 0.653
9 O -0.110 3.559 1.874
10 P -0.277 4.705 0.720
11 O 0.933 5.167 0.064
12 O -1.401 4.170 -0.262
13 O -1.013 5.825 1.551
14 H -4.153 1.199 1.904
15 H -3.523 -0.483 2.112
16 H -3.895 0.159 0.529
17 H -2.201 1.912 0.811
18 H -1.725 2.063 3.096
19 H -1.051 3.487 -0.855
20 H -1.567 5.468 2.258
21 C 2.754 -0.724 1.784
22 C 3.343 -2.114 1.725
23 O 3.810 -2.556 3.018
24 C 2.879 -2.943 3.874
25 O 1.697 -2.982 3.693
26 C 3.545 -3.395 5.189
27 F 4.428 -2.488 5.621
28 F 4.193 -4.553 5.000
29 F 2.632 -3.576 6.137
30 H 3.476 -0.021 2.201
31 H 2.471 -0.388 0.787
32 H 1.866 -0.696 2.415
33 H 4.223 -2.129 1.085
34 H 2.633 -2.839 1.327
35 C -1.549 0.487 -6.510
36 C -1.037 -0.937 -6.534
37 O -0.519 -1.342 -5.250
38 C -1.416 -1.639 -4.325
39 O -2.606 -1.621 -4.436
40 C -0.696 -2.066 -3.031
41 F 0.258 -1.189 -2.696
42 F -0.115 -3.262 -3.193
43 F -1.562 -2.155 -2.024
44 H -0.767 1.166 -6.170
45 H -1.867 0.785 -7.508
46 H -2.397 0.590 -5.835
47 H -0.196 -1.026 -7.218
48 H -1.804 -1.640 -6.855

Summary:
Orbital gap: 10.531 eV
Lowest unoccupied orbital energy: -0.076 eV
E_HOMO: -0.38979 Eh
E: -7308.61337 hartree

A structure of composition C12H17Cl2GaNS, computed with wB97M-V/def2-TZVPD.

Geometry (Å):
1 Ga -1.255 1.118 -1.739
2 Cl 0.980 1.056 -1.543
3 Cl -1.629 1.047 0.386
4 C -2.227 2.377 -2.648
5 H -3.291 2.050 -2.700
6 H -1.963 2.320 -3.753
7 C -1.075 -1.738 -1.391
8 C -1.287 -0.921 -2.395
9 H -1.723 -1.738 -0.521
10 C -0.366 -0.773 -3.611
11 H -2.315 -0.481 -2.576
12 C 0.256 -2.106 -3.875
13 H -0.892 -0.283 -4.448
14 H 0.440 -0.073 -3.312
15 C 0.975 -2.594 -2.623
16 H -0.575 -2.765 -4.116
17 H 0.913 -2.032 -4.733
18 C 0.232 -2.404 -1.268
19 H 1.179 -3.654 -2.760
20 H 1.942 -2.083 -2.546
21 H 0.151 -3.364 -0.760
22 H 0.865 -1.760 -0.640
23 S 1.993 0.542 2.397
24 C 0.949 0.784 3.664
25 N 0.923 -0.126 4.715
26 C 0.098 -0.007 5.800
27 C -0.762 1.069 5.887
28 C -0.786 2.017 4.848
29 C 0.050 1.872 3.745
30 H 1.568 -0.913 4.641
31 H 0.183 -0.798 6.547
32 H -1.414 1.171 6.756
33 H -1.463 2.866 4.895
34 H 0.041 2.558 2.908

Summary:
Relative energy (zero: lowest compared OMol25 entry of this formula, charge and spin): 231.35 kJ/mol
Orbital gap: 4.914 eV
Lowest unoccupied orbital energy: 2.417 eV
Charge: -1
E_HOMO: -0.09178 Eh
E: -3765.57826 hartree

A structure of composition C12H17Cl2NPrS, computed with wB97M-V/def2-TZVPD.

Geometry (Å):
1 Pr 0.000 0.000 0.000
2 Cl -0.943 -2.079 -0.501
3 Cl -1.923 0.255 1.381
4 C -0.612 1.362 -1.052
5 H -0.150 1.737 -1.971
6 H -1.580 1.813 -0.801
7 C 2.049 -1.045 -0.837
8 C 1.885 0.131 -1.542
9 H 2.493 -1.010 0.155
10 C 1.573 0.114 -3.016
11 H 2.280 1.058 -1.139
12 C 1.004 -1.232 -3.472
13 H 0.892 0.934 -3.280
14 H 2.509 0.328 -3.557
15 C 1.927 -2.365 -3.012
16 H 0.008 -1.371 -3.035
17 H 0.897 -1.240 -4.562
18 C 2.038 -2.410 -1.478
19 H 1.565 -3.330 -3.380
20 H 2.922 -2.207 -3.450
21 H 1.226 -3.009 -1.057
22 H 2.977 -2.902 -1.185
23 S 1.323 2.126 1.204
24 C 0.291 2.279 2.451
25 N 0.446 1.513 3.569
26 C -0.404 1.622 4.627
27 C -1.463 2.532 4.587
28 C -1.638 3.327 3.454
29 C -0.758 3.206 2.377
30 H 1.230 0.823 3.626
31 H -0.261 1.002 5.503
32 H -2.141 2.620 5.426
33 H -2.455 4.036 3.409
34 H -0.896 3.823 1.498

Summary:
Orbital gap (spin up / spin down): 4.991 / 5.117 eV
Lowest unoccupied orbital energy (spin up / spin down): 2.559 / 2.551 eV
Charge: -1
E_HOMO (spin up / spin down): -0.08938 / -0.09431 Eh
2S+1: 3
<S²>: 2.01
E: -2357.65441 hartree

A cluster of 4 separate species, C12H17Cl6NO2 in total, computed with wB97M-V/def2-TZVPD.

Geometry (Å):
1 Cl -1.211 0.095 -4.071
2 C -0.830 -1.166 -2.854
3 C -0.471 -2.532 -3.349
4 Cl 1.090 -2.296 -4.214
5 H -1.726 -1.153 -2.234
6 H -0.050 -0.610 -2.335
7 H -1.166 -3.037 -4.020
8 H -0.117 -3.117 -2.500
9 Cl 1.070 7.210 -2.420
10 C 2.097 6.533 -1.062
11 C 1.299 6.636 0.264
12 Cl 2.464 6.508 1.584
13 H 3.014 7.121 -1.063
14 H 2.398 5.522 -1.335
15 H 0.681 5.741 0.201
16 H 0.865 7.626 0.406
17 Cl -3.095 2.240 -0.695
18 C -1.444 1.880 -0.254
19 C -0.567 3.109 -0.022
20 Cl 1.049 2.416 0.485
21 H -1.019 1.136 -0.927
22 H -1.597 1.302 0.657
23 H -1.024 3.798 0.688
24 H -0.412 3.553 -1.006
25 C 0.456 -5.687 3.163
26 C 1.428 -4.669 2.833
27 C 1.028 -3.611 2.110
28 C -0.250 -3.539 1.605
29 C -1.224 -4.514 1.980
30 C -0.847 -5.577 2.837
31 N -0.758 -2.393 0.858
32 O -0.316 -1.282 1.099
33 O -1.612 -2.621 -0.032
34 H 0.551 -6.493 3.875
35 H 2.414 -4.631 3.271
36 H 1.712 -2.785 1.984
37 H -2.197 -4.467 1.513
38 H -1.686 -6.243 2.979

Summary:
Relative energy (zero: lowest compared OMol25 entry of this formula, charge and spin): 74.60 kJ/mol
Orbital gap (spin up / spin down): 5.798 / 2.226 eV
Lowest unoccupied orbital energy (spin up / spin down): -6.251 / -9.824 eV
Charge: +1
E_HOMO (spin up / spin down): -0.44282 / -0.44282 Eh
2S+1: 2
<S²>: 0.77
E: -3433.33892 hartree

A structure of composition C12H17ClINOPSn, computed with wB97M-V/def2-TZVPD.

Geometry (Å):
1 C 0.040 -4.442 -3.594
2 I 1.199 -2.740 -2.837
3 H -1.031 -4.374 -3.370
4 H 0.508 -5.306 -3.116
5 H 0.256 -4.400 -4.673
6 Sn -0.450 -0.862 -1.102
7 P -0.208 1.205 -2.657
8 C 1.380 1.578 -3.459
9 C -1.331 0.767 -4.003
10 H -1.711 2.735 -1.516
11 H -0.961 3.461 -2.973
12 H -0.015 3.314 -1.460
13 C -0.779 2.832 -2.087
14 H -2.337 0.609 -3.611
15 H -1.342 1.606 -4.705
16 H 1.165 2.265 -4.293
17 H 1.856 0.664 -3.845
18 H -1.007 -0.140 -4.519
19 H 2.053 2.076 -2.743
20 C 2.035 -0.285 -1.066
21 O 3.164 -0.460 -1.119
22 Cl -2.764 0.053 -0.764
23 N 0.124 -0.231 1.217
24 C 0.052 -0.067 2.377
25 C 0.001 0.036 3.795
26 C -1.195 0.214 4.514
27 C -1.192 0.130 5.912
28 C 0.001 -0.072 6.615
29 C 1.206 -0.169 5.905
30 C 1.213 -0.089 4.509
31 H -2.145 0.428 4.020
32 H -2.119 0.225 6.483
33 H 0.006 -0.134 7.718
34 H 2.147 -0.304 6.449
35 H 2.180 -0.122 3.997

Summary:
Orbital gap (spin up / spin down): 3.049 / 3.051 eV
Lowest unoccupied orbital energy (spin up / spin down): -14.510 / -14.508 eV
Charge: +3
E_HOMO (spin up / spin down): -0.64529 / -0.64529 Eh
E: -1909.85017 hartree

> Which formula does entry 2 have?

C12H17Br2F6O10P

> Which of these has the lowest E?

C12H17Br2F6O10P

Repeat the third record exactly.
A structure of composition C12H17Cl2GaNS, computed with wB97M-V/def2-TZVPD.

Geometry (Å):
1 Ga -1.255 1.118 -1.739
2 Cl 0.980 1.056 -1.543
3 Cl -1.629 1.047 0.386
4 C -2.227 2.377 -2.648
5 H -3.291 2.050 -2.700
6 H -1.963 2.320 -3.753
7 C -1.075 -1.738 -1.391
8 C -1.287 -0.921 -2.395
9 H -1.723 -1.738 -0.521
10 C -0.366 -0.773 -3.611
11 H -2.315 -0.481 -2.576
12 C 0.256 -2.106 -3.875
13 H -0.892 -0.283 -4.448
14 H 0.440 -0.073 -3.312
15 C 0.975 -2.594 -2.623
16 H -0.575 -2.765 -4.116
17 H 0.913 -2.032 -4.733
18 C 0.232 -2.404 -1.268
19 H 1.179 -3.654 -2.760
20 H 1.942 -2.083 -2.546
21 H 0.151 -3.364 -0.760
22 H 0.865 -1.760 -0.640
23 S 1.993 0.542 2.397
24 C 0.949 0.784 3.664
25 N 0.923 -0.126 4.715
26 C 0.098 -0.007 5.800
27 C -0.762 1.069 5.887
28 C -0.786 2.017 4.848
29 C 0.050 1.872 3.745
30 H 1.568 -0.913 4.641
31 H 0.183 -0.798 6.547
32 H -1.414 1.171 6.756
33 H -1.463 2.866 4.895
34 H 0.041 2.558 2.908

Summary:
Relative energy (zero: lowest compared OMol25 entry of this formula, charge and spin): 231.35 kJ/mol
Orbital gap: 4.914 eV
Lowest unoccupied orbital energy: 2.417 eV
Charge: -1
E_HOMO: -0.09178 Eh
E: -3765.57826 hartree